{"formula": "C18H54N2O13", "method": "ωB97M-V/def2-TZVPD", "symbols": ["C", "O", "C", "C", "N", "C", "C", "O", "C", "H", "H", "H", "H", "H", "H", "H", "H", "H", "H", "H", "H", "H", "H", "H", "C", "O", "C", "C", "N", "C", "C", "O", "C", "H", "H", "H", "H", "H", "H", "H", "H", "H", "H", "H", "H", "H", "H", "H", "O", "C", "C", "O", "H", "H", "H", "H", "H", "H", "O", "C", "C", "O", "H", "H", "H", "H", "H", "H", "O", "C", "C", "O", "H", "H", "H", "H", "H", "H", "O", "H", "H", "O", "H", "H", "O", "H", "H"], "positions_angstrom": [[3.0071, -4.8358, 3.3594], [2.6789, -3.4678, 3.2350], [1.4656, -3.3014, 2.5212], [1.3449, -1.8577, 2.1022], [2.3531, -1.5549, 1.0669], [2.3995, -0.1232, 0.8041], [3.3895, 0.6180, 1.6669], [4.6604, 0.0798, 1.4265], [5.6786, 0.7727, 2.1240], [3.8276, -4.9663, 4.0675], [3.4346, -5.1754, 2.4069], [2.1499, -5.4100, 3.7120], [0.6047, -3.6008, 3.1370], [1.4797, -3.9626, 1.6442], [1.4314, -1.2069, 2.9798], [0.3882, -1.7176, 1.5964], [3.2553, -1.9178, 1.3498], [1.4248, 0.3599, 0.7835], [2.7923, -0.0218, -0.2187], [3.1212, 0.5055, 2.7308], [3.3643, 1.6951, 1.4396], [5.9676, 1.6672, 1.5591], [6.5446, 0.1240, 2.2267], [5.3563, 1.0923, 3.1198], [-7.2430, -4.7070, 2.9510], [-6.3923, -3.5877, 2.9214], [-6.2574, -2.9728, 4.1754], [-5.6429, -1.5989, 4.0397], [-4.3228, -1.6740, 3.4723], [-3.9491, -0.5392, 2.6509], [-2.8226, -0.9320, 1.7086], [-3.2362, -1.9724, 0.8724], [-2.3004, -2.2523, -0.1458], [-7.2560, -5.1478, 1.9564], [-8.2731, -4.4148, 3.1940], [-6.8939, -5.4516, 3.6746], [-5.6802, -3.5402, 4.9238], [-7.2535, -2.8886, 4.6442], [-5.6715, -1.1970, 5.0641], [-6.3152, -0.9178, 3.4947], [-4.2694, -2.4871, 2.8670], [-3.5256, 0.2727, 3.2529], [-4.7992, -0.1754, 2.0547], [-2.0031, -1.3048, 2.3482], [-2.4623, -0.0424, 1.1764], [-1.2831, -2.1677, 0.2783], [-2.2752, -1.5406, -0.9749], [-2.3955, -3.2893, -0.4519], [-0.3303, 3.1201, -2.5631], [0.4061, 1.9744, -3.0305], [-0.3513, 0.7215, -2.8942], [-0.3540, 0.2598, -1.5429], [-0.2869, 3.1905, -1.6036], [0.6029, 2.2001, -4.0808], [1.3744, 1.9397, -2.5269], [0.1713, -0.0066, -3.5231], [-1.3773, 0.8099, -3.2593], [-0.9989, 0.8032, -1.0705], [-0.0997, 7.5771, -2.9034], [0.0398, 6.4750, -2.0277], [0.9236, 6.7330, -0.8384], [2.1824, 7.2330, -1.2961], [0.7915, 7.8688, -3.1211], [-0.9516, 6.1368, -1.7150], [0.4109, 5.6344, -2.6307], [1.0679, 5.8083, -0.2742], [0.4519, 7.4758, -0.1878], [2.9015, 6.6877, -0.9710], [2.2535, -1.0188, -4.8807], [3.6314, -0.9204, -4.5609], [4.2556, 0.1171, -5.4418], [4.4203, -0.3176, -6.7899], [1.8784, -1.7886, -4.4422], [3.7730, -0.7441, -3.4849], [4.1072, -1.9098, -4.6753], [5.2283, 0.4371, -5.0462], [3.6305, 1.0088, -5.4869], [4.9109, -1.1431, -6.7314], [-1.2534, 2.2732, 0.2624], [-1.0897, 2.3744, 1.2050], [-2.1479, 2.6067, 0.1325], [1.5017, -1.8175, -1.9122], [0.7328, -1.2510, -1.7823], [1.9335, -1.8434, -1.0492], [-1.6137, 4.2324, -4.8616], [-0.7920, 4.0787, -5.3337], [-1.5310, 3.7173, -4.0495]], "mulliken_charge": [-0.774, -0.337, -0.863, 0.067, -0.159, -0.135, -0.723, -0.338, -0.773, 0.246, 0.316, 0.306, 0.446, 0.396, 0.336, -0.291, 0.239, 0.262, 0.053, 0.321, 0.458, 0.279, 0.253, 0.320, -0.762, -0.265, -0.622, -0.653, -0.352, -0.712, 0.049, -0.369, -0.209, 0.239, 0.295, 0.306, 0.331, 0.476, 0.271, 0.365, 0.315, 0.282, 0.416, 0.152, 0.148, -0.152, 0.193, 0.352, -0.374, -0.402, -0.275, -0.105, 0.134, 0.324, 0.162, 0.333, 0.233, -0.028, -0.542, -0.194, -0.248, -0.535, 0.326, 0.248, 0.171, 0.260, 0.240, 0.300, -0.538, -0.023, -0.532, -0.504, 0.274, 0.083, 0.356, 0.322, 0.228, 0.313, -0.515, 0.235, 0.267, -0.706, 0.409, 0.318, -0.648, 0.299, 0.334], "de_lowest_kcal_mol": 10.2, "smiles": "COCCNCCOC.COCCNCCOC.OCCO.OCCO.OCCO.O.O.O", "spin_multiplicity": 1, "e_homo_ev": -8.98, "homo_lumo_gap_ev": 8.64, "e_tot_ev": -49135.36801, "molar_mass_g_mol": 506.6}